[1]
32
Properties=species:S:1:pos:R:3:forces:R:3:mulliken_charge:R:1 method="wB97M-V/def2-TZVPD" total_charge=+1 e_above_lowest_kcal_mol=37.7 e_homo_ev="-11.32 / -11.51" total_energy_ha=-1565.7284 e_lumo_ev="-3.9 / -3.9"
N 1.540739 2.745585 0.225747 -0.9121 -1.4273 -2.0951 -0.130
H 2.560399 2.589327 0.374473 -0.9915 0.6261 -0.1367 0.308
H -2.442562 -0.292626 0.680861 -0.9800 2.0892 -1.3124 0.157
H 1.078071 1.831106 2.186484 -0.5578 0.3072 -1.5933 0.321
H -2.558615 2.392487 0.888129 1.2362 0.9638 1.0408 0.390
H 0.504028 -3.162314 -0.561366 -1.3448 1.0638 0.7017 0.251
H -3.619311 -0.010708 -0.746795 1.1033 0.7626 0.9942 0.394
H -3.581929 2.475595 -0.578359 0.7543 -0.4077 0.5985 0.307
C -0.403215 -2.757126 0.034157 2.2497 -1.4855 0.6676 -0.343
C -2.822132 0.512941 -0.107041 0.9292 -2.9691 -0.6973 -0.137
C 0.683211 2.025161 1.142500 -0.7665 -1.8724 0.4401 -0.677
H 4.108172 -1.227805 0.879174 -0.4569 -0.0799 -0.2930 0.340
H -0.471488 -3.592329 0.854051 0.0461 2.0260 -0.9299 0.404
H -0.354976 2.293907 0.967262 0.3199 0.2853 0.5939 0.229
H 1.978055 -1.787149 -0.626276 -0.7232 -1.9253 0.8224 0.038
H 2.757948 -0.184797 1.199466 -0.6970 0.0887 1.1314 0.296
H -4.209313 1.753168 0.847985 0.7849 0.2149 0.0883 0.341
H 3.346346 -1.153218 -1.553947 -0.5955 -0.1896 -0.3388 0.457
C 3.463639 -0.441506 0.453029 -1.8936 -2.8164 0.2158 -1.164
H -1.848566 -3.790025 -1.009644 -0.1831 -0.4849 -0.5383 0.444
C -3.240529 1.873263 0.303552 -3.5539 -0.2863 -0.8318 -1.272
C -1.672136 -2.759910 -0.759048 1.9510 -0.4255 -1.6441 -1.180
H 1.208302 3.699374 0.093255 0.8692 0.3361 0.2493 0.399
C 0.018336 0.160882 -0.411186 0.8087 -0.3542 1.4707 0.003
H 4.103690 0.371953 0.411557 1.1244 1.7784 -1.4215 0.395
C 2.610435 -0.987196 -0.761321 2.8045 3.8797 -0.3721 -0.128
S 1.403975 0.264759 -1.485151 0.3607 -0.6579 -0.1669 -0.120
S -1.398832 0.665541 -1.297151 0.0142 -0.0839 0.5024 -0.029
H -1.638311 -2.139319 -1.674960 -0.1410 -0.3330 0.6222 0.244
S 0.020632 -1.109411 0.904142 -0.5045 -0.4355 -0.8320 -0.075
H -2.408343 -2.509754 -0.100780 -2.4562 1.0605 1.4015 0.295
H 1.284280 2.250141 -0.772800 1.4013 0.7521 1.6622 0.243

=====

[2]
97
Properties=species:S:1:pos:R:3:forces:R:3:mulliken_charge:R:1 method="wB97M-V/def2-TZVPD" total_charge=0 e_homo_ev=-7.37 total_energy_ha=-2004.1358 e_lumo_ev=0.3
H 3.478353 -3.483329 -0.248364 -0.0072 -0.0004 -0.0029 0.389
C 2.419473 -2.041398 1.989401 -0.0008 -0.0557 -0.0355 -1.413
C 3.524414 0.556134 1.279199 0.0539 0.0080 -0.1118 -0.051
H 0.513051 0.614811 -3.437142 0.0246 -0.0287 -0.0629 0.044
H 2.277193 -1.975609 -1.902675 0.0020 -0.0166 0.0134 0.630
H 3.364729 1.026590 3.361874 0.0313 -0.0329 -0.0103 0.322
N -1.441683 -1.489924 0.160144 0.0061 0.0719 0.0179 1.638
H 2.504396 -4.537885 0.796673 -0.0004 0.0013 -0.0127 0.410
H 2.085125 3.678409 -3.767610 -0.0073 -0.0004 0.0060 0.402
H -2.200570 -1.230349 -1.741911 -0.0151 -0.0178 0.0150 -0.121
H 0.570196 -1.575572 -1.703663 -0.0218 -0.0020 0.0247 -0.360
H -0.560574 0.499814 5.577146 -0.0020 0.0140 0.0082 0.432
H 2.317273 -3.089969 2.257990 -0.0137 0.0108 0.0294 0.595
C -2.335985 -0.033226 2.084139 -0.0127 0.0125 -0.0078 -2.241
H 1.039641 -3.166222 -2.313725 -0.0172 0.0119 0.0131 0.612
H 2.376217 -4.665263 -0.951892 0.0064 -0.0041 0.0049 0.466
H -2.593268 -3.122360 -5.767782 0.0024 0.0009 0.0001 0.392
H 3.468813 -1.847433 1.780673 0.0096 -0.0066 0.0321 0.359
O -3.810789 1.023163 -0.652057 0.0056 -0.0228 -0.0444 -0.728
H 0.541293 -0.841918 5.394166 0.0270 -0.0210 -0.0320 0.472
H -3.415838 2.152070 3.551013 0.0106 0.0146 -0.0081 0.394
C 1.303172 -2.375348 -1.609424 0.0285 -0.0072 -0.0140 -1.738
H -1.368536 3.421784 -2.244465 0.0016 -0.0101 -0.0076 0.122
H 0.756161 4.770849 -4.189101 0.0031 -0.0073 -0.0021 0.464
H -2.422916 -2.128949 1.937254 -0.0280 0.0145 -0.0099 0.337
C -1.252025 -2.915474 -0.223141 0.0508 -0.0040 -0.0241 0.188
C -2.414015 -3.847454 0.148846 -0.0166 -0.0306 0.0013 -1.978
O 2.890526 0.413766 0.153901 0.1120 0.1855 0.2073 -0.888
H -2.380380 -4.153774 1.195891 0.0052 0.0073 0.0032 0.425
H -1.196591 -2.903221 -1.313078 0.0239 0.0166 -0.0123 0.468
N -1.536087 1.175346 1.868744 -0.0207 0.0001 0.0534 0.498
H -1.151312 4.321497 2.987180 -0.0020 -0.0008 -0.0098 0.512
C -1.400938 3.527012 2.281951 -0.0353 0.0641 0.0193 -1.968
H 2.299033 2.901151 -1.210652 -0.0057 -0.0053 -0.0003 0.511
C 0.823511 0.807979 3.981463 -0.0006 -0.0029 0.0156 0.111
H -1.125830 5.144190 -2.584322 0.0012 -0.0015 0.0153 0.479
H -0.001272 2.651566 4.557506 -0.0034 0.0653 -0.0401 0.532
O 4.721465 0.387187 1.441204 0.0453 -0.0232 -0.0118 -0.734
H 0.453290 3.036271 -4.016866 -0.0003 0.0052 0.0087 0.316
H -3.322968 0.083007 1.627925 0.0127 0.0027 -0.0025 0.443
C -1.633527 -2.683756 -5.524299 0.0007 -0.0133 -0.0008 -0.699
H 0.053992 -3.632985 1.364453 0.0085 -0.0009 -0.0017 0.077
C -2.678393 0.595465 -0.808137 -0.0098 0.0297 0.2613 -0.451
H 1.078654 6.231372 -2.156779 0.0118 -0.0022 -0.0058 0.459
N -0.295749 0.012001 -3.399691 -0.0185 0.0789 -0.1276 -0.214
H -2.346676 3.015042 4.659709 0.0092 -0.0155 0.0012 0.457
H -0.791353 -1.511917 2.149593 0.0128 -0.0122 0.0017 -0.212
H -0.515480 -4.046675 -6.755404 0.0002 0.0011 -0.0002 0.402
C -1.725434 -1.348926 1.600833 -0.0026 -0.0256 -0.0415 -0.046
C -0.471997 -3.203413 -6.079663 -0.0063 0.0037 0.0072 -0.574
C 1.215105 2.896297 -1.359123 -0.0374 0.1132 -0.0773 -1.607
H -2.406832 3.709601 1.896376 0.0011 0.0033 0.0015 0.495
H 0.032140 -4.592915 -0.087057 -0.0152 0.0017 -0.0088 0.586
H 0.787489 -1.301974 0.930029 0.0237 -0.0174 -0.0101 -1.843
H 0.751578 2.716643 3.001707 -0.0340 -0.0823 -0.0446 0.497
H -3.383844 -3.388215 -0.038725 0.0143 -0.0140 -0.0077 0.320
C -1.324441 2.155261 2.961507 -0.0663 -0.0010 0.0423 1.390
C -0.799167 4.306199 -1.963137 -0.0034 0.0097 0.0045 -1.457
H 2.521072 5.256948 -1.831183 -0.0050 -0.0051 0.0120 0.428
H -1.141091 0.538888 -3.230186 0.0292 -0.0234 0.0205 0.101
O -1.664035 1.346787 -1.098246 -0.0120 0.0893 -0.0975 -0.702
H 1.661316 -3.002499 -6.191247 -0.0017 0.0002 -0.0010 0.379
C 0.050971 -3.559448 0.269009 -0.0044 -0.0096 0.0180 -1.841
H -1.977650 1.693211 1.121811 -0.0665 0.0006 -0.0531 0.588
H 2.350314 1.995178 2.284114 0.0296 -0.0291 0.0262 0.485
C 1.374002 -2.940561 -0.197026 -0.0009 0.0401 0.0321 2.329
C 1.448937 5.341835 -1.640596 -0.0065 0.0314 -0.0033 -1.919
H -2.527243 -0.178963 3.146654 0.0279 0.0032 0.0356 0.905
H 2.239708 -1.022306 0.259041 -0.0077 0.2163 -0.2182 0.463
H -2.393414 1.260647 4.680455 -0.0099 -0.0371 -0.0010 0.419
C -1.583770 -1.599843 -4.662256 -0.0080 -0.0210 0.0071 -0.315
H 1.633030 1.138256 4.654102 -0.0087 0.0159 0.0325 0.605
H 1.763127 -1.083443 -4.653374 -0.0066 0.0025 -0.0039 0.403
C 0.703887 4.090759 -2.126463 0.0534 -0.0288 0.0096 2.466
C -2.433431 2.129734 4.027018 0.0287 -0.0463 -0.0178 -2.042
C -0.045872 -0.112488 4.838243 0.0234 -0.0127 -0.0536 -1.977
Bi 0.488755 1.243836 -0.395270 0.1976 -0.3118 0.0638 1.234
N 1.505757 0.159614 2.819909 -0.0080 -0.0240 0.0316 1.438
H 2.650695 -1.252644 3.948068 -0.0003 0.0166 0.0139 0.502
C -0.359625 -1.011785 -4.337760 -0.0076 0.0115 0.0945 0.203
H -2.497402 -1.196858 -4.238467 0.0001 0.0049 -0.0146 0.447
H -3.468351 -1.340143 -0.517037 0.0025 0.0170 0.0310 0.202
C 2.504856 -3.962402 -0.129187 0.0038 -0.0256 -0.0088 -1.739
H -0.800568 -0.645781 4.263288 -0.0459 -0.0043 -0.0393 0.355
C -2.475009 -0.929343 -0.725852 -0.0614 -0.0590 -0.0337 0.110
C 1.022343 3.878061 -3.616472 -0.0007 0.0136 -0.0148 -1.779
H -0.695130 3.576981 1.449028 -0.0063 0.0214 -0.0001 0.275
C 0.745492 -2.615813 -5.761551 0.0126 0.0068 0.0052 -0.618
N 1.673899 -1.780138 0.725317 -0.1900 -0.2113 0.1009 2.808
C 0.086474 2.103252 3.612935 -0.0023 0.0241 0.0238 -1.991
H -2.356996 -4.753376 -0.456089 0.0013 -0.0007 0.0052 0.513
C 1.891165 -1.208754 3.149607 -0.0225 0.0609 0.0635 -1.247
H 1.009394 -1.722297 3.523284 -0.0576 -0.0081 0.0292 0.515
H -1.046693 4.539812 -0.925123 0.0002 -0.0201 0.0153 0.242
C 0.807520 -1.533410 -4.899064 -0.0052 -0.0034 -0.0392 -0.207
C 2.687263 0.979347 2.499680 0.0063 0.0435 -0.0832 -0.710
H 1.304511 5.484151 -0.567757 -0.0125 -0.0005 -0.0083 0.348

=====

| no. | M (g mol⁻¹) | maximum force (eV/Å) |
| --- | --- | --- |
| 1 | 226.46 | 4.802 |
| 2 | 771.80 | 0.375 |